Entry from OMol25: a 8-piece molecular cluster, H16O8 overall (the ωB97M-V functional and the def2-TZVPD basis).

The geometry in XYZ format:
```
24
H16O8 the ωB97M-V functional and the def2-TZVPD basis
O 3.480 -0.985 0.266
H 4.306 -1.420 0.506
H 3.232 -1.386 -0.573
O 0.160 -0.185 0.098
H -0.425 0.561 -0.086
H 0.969 0.212 0.442
O -2.838 -0.448 2.157
H -3.286 -0.418 3.008
H -2.189 0.260 2.202
O -2.278 -2.469 -0.534
H -1.338 -2.270 -0.629
H -2.719 -1.737 -0.972
O -2.233 1.471 -0.614
H -2.455 1.642 0.308
H -3.084 1.314 -1.039
O 0.632 -2.287 -1.826
H 0.923 -3.028 -1.284
H 0.997 -1.502 -1.396
O 3.608 0.779 2.522
H 3.687 1.683 2.203
H 3.590 0.232 1.723
O -0.675 3.146 -2.410
H -0.760 4.093 -2.275
H -1.305 2.741 -1.796
```

Results
Energy above the lowest of the compared OMol25 structures with the same formula, charge and spin, kJ/mol: 225.2
Energy, eV: -16639.67676
M, g/mol: 144.1
Total charge: 0
Frontier orbital gap, Eh: 0.3862

Here are the Löwdin charges for atoms 1 to 5, given in e: -0.044 0.063 0.046 -0.042 0.012

Entry from OMol25: C43H70B3ClO31 as an isolated structure (the ωB97M-V functional and the def2-TZVPD basis).

The geometry in XYZ format:
```
148
C43H70B3ClO31 the ωB97M-V functional and the def2-TZVPD basis
C 1.819 -1.711 -4.653
C 0.546 -1.022 -5.151
C -0.712 -1.571 -4.431
Cl -1.546 -2.813 -5.415
B -1.711 -0.454 -3.936
O -1.306 0.784 -3.486
B -2.000 1.224 -2.377
O -3.164 0.628 -1.954
B -3.445 -0.602 -2.544
C -4.028 -1.846 -1.805
C -2.838 -2.698 -1.318
C -1.880 -2.001 -0.332
C -1.691 -2.853 0.944
C -0.332 -2.678 1.603
C 0.804 -3.290 0.780
C 2.086 -3.448 1.614
C 3.305 -2.805 0.962
C 3.063 -1.307 0.720
C 4.099 -0.350 1.339
C 4.584 -0.681 2.741
C 3.572 -0.440 3.878
O 2.232 -0.327 3.407
C 1.266 -0.709 4.367
O -3.072 -0.720 -3.884
H 1.595 -2.714 -4.311
H 2.267 -1.171 -3.828
H 2.528 -1.792 -5.469
H 0.417 -1.179 -6.213
H 0.581 0.039 -4.933
H -0.360 -2.088 -3.543
H -1.613 2.165 -1.768
H -4.721 -1.598 -1.008
H -4.557 -2.432 -2.553
H -2.274 -3.031 -2.185
H -3.236 -3.599 -0.867
H -2.266 -1.042 -0.009
H -0.898 -1.886 -0.784
H -2.476 -2.579 1.645
H -1.805 -3.908 0.717
H -0.357 -3.227 2.544
H -0.104 -1.645 1.857
H 0.963 -2.640 -0.079
H 0.467 -4.243 0.386
H 1.927 -3.029 2.602
H 2.244 -4.515 1.749
H 4.216 -3.004 1.512
H 3.422 -3.298 -0.001
H 3.093 -1.134 -0.354
H 2.080 -0.991 1.045
H 4.965 -0.279 0.691
H 3.647 0.639 1.344
H 4.973 -1.688 2.835
H 5.425 -0.023 2.938
H 3.642 -1.274 4.568
H 3.825 0.488 4.389
H 0.493 0.059 4.372
H 0.806 -1.672 4.150
H 1.666 -0.749 5.377
C -3.795 0.844 -7.334
C -2.311 0.631 -7.137
O -1.871 0.269 -8.447
C -2.762 0.769 -9.343
O -2.598 0.787 -10.519
O -3.861 1.245 -8.707
H -4.210 1.613 -6.688
H -4.367 -0.076 -7.205
H -1.794 1.545 -6.832
H -2.091 -0.161 -6.427
C -3.198 0.458 5.325
C -3.843 -0.801 4.787
O -2.778 -1.752 4.880
C -1.915 -1.321 5.829
O -1.009 -1.969 6.253
O -2.211 -0.066 6.223
H -3.897 1.103 5.852
H -2.693 1.039 4.552
H -4.676 -1.142 5.405
H -4.182 -0.704 3.758
C 9.101 1.615 2.221
C 10.057 0.471 2.478
O 9.201 -0.675 2.346
C 8.151 -0.324 1.572
O 7.347 -1.088 1.138
O 8.131 1.014 1.357
H 9.572 2.464 1.732
H 8.598 1.958 3.128
H 10.848 0.406 1.735
H 10.504 0.497 3.468
C -5.267 3.661 2.052
C -4.092 2.736 1.838
O -3.218 3.101 2.909
C -3.964 3.660 3.893
O -3.555 3.908 4.982
O -5.231 3.882 3.474
H -6.215 3.214 1.757
H -5.139 4.611 1.540
H -4.361 1.681 1.948
H -3.603 2.880 0.878
C -5.447 5.208 -2.682
C -4.272 4.278 -2.832
O -3.406 4.700 -1.769
C -4.162 5.294 -0.829
O -3.769 5.579 0.263
O -5.423 5.497 -1.271
H -6.390 4.752 -2.965
H -5.314 6.138 -3.237
H -4.543 3.233 -2.672
H -3.781 4.378 -3.789
C 0.513 -3.728 8.505
C -0.122 -4.991 7.972
O 0.955 -5.933 8.059
C 1.822 -5.499 9.008
O 2.729 -6.136 9.436
O 1.511 -4.239 9.399
H -0.186 -3.090 9.037
H 1.000 -3.146 7.723
H -0.945 -5.343 8.597
H -0.468 -4.893 6.947
C -9.450 2.949 -2.417
C -9.829 1.822 -3.354
O -8.650 1.684 -4.156
C -7.602 2.170 -3.455
O -6.460 2.052 -3.772
O -8.025 2.812 -2.339
H -9.896 2.858 -1.430
H -9.686 3.933 -2.826
H -10.007 0.883 -2.829
H -10.688 2.052 -3.977
C 0.219 6.354 -5.835
C 0.270 5.486 -4.596
O -1.030 5.689 -4.031
C -1.864 6.076 -5.021
O -3.048 6.157 -4.908
O -1.179 6.348 -6.153
H 0.799 5.957 -6.663
H 0.529 7.382 -5.641
H 0.389 4.427 -4.830
H 1.042 5.785 -3.892
C 10.804 -3.988 1.322
C 12.096 -4.422 0.664
O 12.730 -3.171 0.384
C 12.231 -2.246 1.237
O 12.671 -1.147 1.366
O 11.169 -2.737 1.916
H 10.457 -4.682 2.083
H 10.001 -3.812 0.605
H 12.736 -4.997 1.336
H 11.942 -4.987 -0.252
```

Results
Energy, eV: -123758.04330
M, g/mol: 1150.9
Total charge: 0
Frontier orbital gap, Eh: 0.3368

Here are the Löwdin charges for atoms 1 to 5, given in e: -0.085 -0.257 -0.550 0.679 -0.656

Entry from OMol25: C17H28BrF8IrNO8S2Si as an isolated structure (the ωB97M-V functional and the def2-TZVPD basis).

The geometry in XYZ format:
```
67
C17H28BrF8IrNO8S2Si the ωB97M-V functional and the def2-TZVPD basis
Ir -0.158 2.099 1.577
O -2.422 2.996 4.700
C -1.758 2.507 3.826
O -0.785 3.119 3.187
C -1.900 1.004 3.439
O -2.688 0.259 3.954
O -1.055 0.619 2.487
F 0.878 6.472 0.960
C -0.343 5.979 0.745
F -0.796 5.449 1.867
F -1.147 6.976 0.372
S -0.247 4.713 -0.601
O 0.347 3.551 0.054
O 0.547 5.321 -1.618
N -1.693 4.454 -1.079
S -2.665 3.441 -0.329
O -3.074 3.875 0.976
O -2.280 2.066 -0.500
C -4.125 3.690 -1.423
F -4.567 4.943 -1.359
F -3.842 3.401 -2.692
F -5.099 2.874 -1.011
F 2.377 1.167 2.351
C 1.682 2.355 2.293
F 2.464 3.188 1.549
H 1.617 2.759 3.306
C -1.932 -1.411 -1.734
C -0.552 -2.053 -1.971
C -0.751 -3.574 -2.094
C -0.056 -1.527 -3.326
Si 0.683 -1.638 -0.555
Br 0.440 0.670 -0.493
C 0.237 -2.449 1.115
C 0.768 -3.897 1.131
C -1.282 -2.498 1.339
C 0.839 -1.702 2.314
C 2.534 -1.817 -1.059
C 2.996 -0.732 -2.047
C 3.460 -1.698 0.160
C 2.776 -3.186 -1.720
H -2.584 -1.685 -2.570
H -1.883 -0.323 -1.698
H -2.410 -1.752 -0.819
H -1.401 -3.774 -2.953
H -1.241 -3.994 -1.215
H 0.183 -4.115 -2.256
H -0.831 -1.715 -4.076
H 0.853 -2.025 -3.665
H 0.124 -0.451 -3.306
H 0.383 -4.504 0.310
H 0.442 -4.366 2.066
H 1.857 -3.943 1.109
H -1.783 -3.166 0.638
H -1.739 -1.511 1.295
H -1.466 -2.886 2.346
H 1.922 -1.630 2.281
H 0.567 -2.247 3.224
H 0.433 -0.697 2.401
H 2.981 0.259 -1.594
H 2.404 -0.695 -2.959
H 4.031 -0.949 -2.333
H 3.329 -0.745 0.678
H 4.498 -1.750 -0.187
H 3.318 -2.504 0.879
H 2.256 -3.281 -2.674
H 2.479 -4.022 -1.087
H 3.848 -3.292 -1.923
```

Results
Energy above the lowest of the compared OMol25 structures with the same formula, charge and spin, kJ/mol: 66.4
Energy, eV: -160127.00292
M, g/mol: 890.7
Total charge: -1
Frontier orbital gap, Eh: 0.3106

Here are the Löwdin charges for atoms 1 to 5, given in e: 1.138 0.109 -0.539 -0.185 -0.500

Entry from OMol25: a 3-piece molecular cluster, C28H17BrO8PS overall (the ωB97M-V functional and the def2-TZVPD basis).

The geometry in XYZ format:
```
56
C28H17BrO8PS the ωB97M-V functional and the def2-TZVPD basis
O -1.318 -0.257 2.044
S -2.253 0.612 2.736
O -1.965 0.649 4.174
O -3.640 0.299 2.512
P -1.994 2.703 2.161
O -1.059 3.340 3.344
Br -0.738 2.696 0.252
H -0.704 2.624 3.904
C 5.280 8.467 -2.689
C 6.184 7.935 -3.602
C 5.959 6.685 -4.155
C 4.834 5.956 -3.788
C 3.940 6.480 -2.854
C 4.161 7.742 -2.315
C 2.752 5.694 -2.412
O 1.975 6.155 -1.604
C 2.552 4.333 -2.978
C 1.484 3.560 -2.538
C 1.280 2.296 -3.068
C 2.137 1.802 -4.046
C 3.206 2.566 -4.485
C 3.424 3.828 -3.948
C 4.596 4.621 -4.404
O 5.348 4.191 -5.256
H 5.452 9.448 -2.264
H 7.065 8.498 -3.884
H 6.660 6.273 -4.869
H 3.460 8.153 -1.601
H 0.812 3.939 -1.779
H 0.451 1.695 -2.718
H 1.971 0.817 -4.463
H 3.874 2.179 -5.243
C -3.431 -2.563 0.418
C -4.493 -2.387 1.297
C -4.735 -3.323 2.289
C -3.925 -4.446 2.398
C -2.870 -4.634 1.497
C -2.622 -3.682 0.516
C -2.021 -5.848 1.565
O -1.101 -6.018 0.789
C -2.325 -6.872 2.607
C -1.577 -8.043 2.652
C -1.840 -8.995 3.622
C -2.847 -8.778 4.558
C -3.597 -7.616 4.514
C -3.346 -6.663 3.533
C -4.186 -5.432 3.476
O -5.065 -5.251 4.295
H -3.238 -1.825 -0.348
H -5.127 -1.517 1.211
H -5.557 -3.182 2.977
H -1.799 -3.818 -0.172
H -0.793 -8.210 1.927
H -1.260 -9.909 3.653
H -3.047 -9.521 5.321
H -4.383 -7.448 5.238
```

Results
Energy, eV: -135862.97303
M, g/mol: 624.4
Total charge: -1
Frontier orbital gap, Eh: 0.2257

Here are the Löwdin charges for atoms 1 to 5, given in e: -0.421 0.134 -0.419 -0.401 0.453